1.
ORCA calculation (wB97M-V/def2-TZVPD) on C26H56NO2P2Si4Sm as an isolated structure at a distorted geometry.

Properties
- Energy above the lowest of the compared OMol25 structures with the same formula, charge and spin: 0.00 kJ/mol
- HOMO (alpha / beta): -6.2 / -6.2 eV
- E_LUMO (alpha / beta): 0.046 / 0.048 eV
- Gap between HOMO and LUMO (alpha / beta): 0.2310 / 0.2311 Ha
- Spin multiplicity: 6

The geometry in XYZ format:
```
92
C26H56NO2P2Si4Sm, DFT wB97M-V/def2-TZVPD
C -0.807 -0.249 -4.740
C -0.649 0.378 -3.476
N -1.225 -0.186 -2.327
C -1.887 -1.359 -2.490
C -2.006 -2.022 -3.712
C -1.459 -1.450 -4.861
C 0.126 1.561 -3.458
P 0.768 2.441 -2.053
Sm -0.749 0.979 -0.047
P -2.954 -0.953 0.084
C -2.525 -2.075 -1.311
C -1.299 3.277 0.519
C -0.274 3.276 1.586
C -0.472 2.565 2.753
C -1.558 1.675 2.890
C -2.564 1.639 1.889
C -2.518 2.478 0.774
O -2.382 4.687 -4.591
O -5.433 2.393 -2.271
H -0.350 0.249 -5.598
H -2.537 -2.965 -3.735
H -1.554 -1.950 -5.819
C 2.578 2.525 -2.326
C 0.274 4.185 -2.418
H -3.464 -2.546 -1.643
H -1.861 -2.884 -0.952
H -2.539 5.553 -4.860
H 0.358 1.969 -4.443
C -3.506 -2.194 1.315
C -4.581 -0.362 -0.492
H 0.607 3.901 1.443
H 0.205 2.696 3.604
H -1.663 1.074 3.792
H -3.416 0.979 2.056
H -3.316 2.519 0.032
H -0.815 2.885 -0.436
H -5.017 3.060 -2.850
H -6.121 2.818 -1.831
H -2.556 4.136 -5.385
H -1.374 4.141 -0.110
H 2.838 3.482 -2.798
H 3.102 2.447 -1.365
H 2.899 1.700 -2.978
H 1.164 4.730 -2.764
H -0.514 4.231 -3.183
H -0.091 4.664 -1.501
H -5.141 -1.195 -0.949
H -5.150 0.016 0.370
H -4.492 0.453 -1.224
H -4.547 -2.485 1.111
H -2.868 -3.088 1.299
H -3.451 -1.741 2.313
C 4.212 -0.152 -0.530
Si 3.411 0.111 1.160
C 4.542 -0.664 2.463
C 3.173 1.946 1.533
Si 1.281 -0.842 1.208
Si 1.597 -2.890 0.144
C 3.251 -3.677 0.618
C 0.220 -4.070 0.649
C 1.583 -2.610 -1.723
Si 0.981 -1.451 3.442
C 2.050 -2.935 3.922
C 1.407 0.016 4.550
C -0.843 -1.870 3.663
H 5.162 0.405 -0.551
H 3.585 0.219 -1.352
H 4.443 -1.207 -0.729
H 5.504 -0.133 2.415
H 4.156 -0.564 3.484
H 4.735 -1.726 2.272
H 2.727 2.495 0.695
H 2.531 2.101 2.409
H 4.154 2.394 1.751
H 3.296 -3.969 1.673
H 3.346 -4.590 0.011
H 4.115 -3.038 0.401
H 0.372 -5.019 0.108
H -0.778 -3.691 0.390
H 0.224 -4.296 1.726
H 0.562 -2.521 -2.118
H 2.132 -1.706 -2.018
H 2.065 -3.471 -2.210
H 3.121 -2.704 3.891
H 1.794 -3.202 4.957
H 1.867 -3.815 3.297
H 0.743 0.867 4.363
H 1.266 -0.297 5.596
H 2.441 0.359 4.435
H -1.485 -1.021 3.397
H -1.150 -2.727 3.054
H -1.028 -2.117 4.718
```

These are the Löwdin partial charges, in e, on atoms 1 to 4:
1. C -0.07
2. C -0.37
3. N -0.02
4. C -0.38


2.
ORCA calculation (wB97M-V/def2-TZVPD) on one molecule with the formula C5H10.

Properties
- Energy above the lowest of the compared OMol25 structures with the same formula, charge and spin: 354.15 kJ/mol
- HOMO: -8.0 eV
- E_LUMO: 0.805 eV
- Gap between HOMO and LUMO: 0.3233 Ha

The geometry in XYZ format:
```
15
C5H10, DFT wB97M-V/def2-TZVPD
C 0.081 -0.523 1.469
C 0.336 -0.780 -0.024
C -0.949 -0.868 -0.907
C 0.980 0.257 -0.875
C 0.583 1.638 -0.520
H -0.589 0.324 1.648
H 1.027 -0.314 1.988
H -0.360 -1.403 1.952
H 0.868 -1.732 -0.128
H -1.370 -1.880 -0.899
H -1.694 -0.145 -0.563
H -0.703 -0.616 -1.952
H 0.547 2.321 -1.375
H -0.264 1.826 0.159
H 1.509 1.897 0.028
```

These are the natural (NBO) partial charges, in e, on atoms 1 to 4:
1. C -0.62
2. C -0.38
3. C -0.60
4. C 0.17


3.
ORCA calculation (wB97M-V/def2-TZVPD) on one molecule with the formula C5H7NO2 at a distorted geometry.

Properties
- Energy above the lowest of the compared OMol25 structures with the same formula, charge and spin: 589.38 kJ/mol
- HOMO: -10.4 eV
- E_LUMO: -0.354 eV
- Gap between HOMO and LUMO: 0.3692 Ha

The geometry in XYZ format:
```
15
C5H7NO2, DFT wB97M-V/def2-TZVPD
C 1.313 1.410 -0.346
C 1.554 -0.127 -0.478
C 0.618 -1.242 0.182
C -0.751 -0.871 0.366
C -1.897 -0.580 0.676
N -3.202 -0.062 0.552
O -3.426 0.982 1.065
O -3.988 -0.703 -0.109
H 2.069 1.904 -0.932
H 1.318 1.811 0.667
H 0.330 1.863 -0.846
H 1.700 -0.334 -1.552
H 2.597 -0.424 -0.110
H 0.704 -2.110 -0.319
H 1.062 -1.516 1.184
```

These are the natural (NBO) partial charges, in e, on atoms 1 to 4:
1. C -0.62
2. C -0.38
3. C -0.49
4. C 0.11


4.
ORCA calculation (wB97M-V/def2-TZVPD) on C28H49ClO11OsPSb as an isolated structure at a distorted geometry.

Properties
- HOMO: -13.0 eV
- Total charge: +2
- E_LUMO: -7.608 eV
- Gap between HOMO and LUMO: 0.1974 Ha

The geometry in XYZ format:
```
92
C28H49ClO11OsPSb, DFT wB97M-V/def2-TZVPD
Os -0.381 -0.740 -0.282
O 2.081 -3.698 2.192
C 1.613 -2.643 1.586
O 0.465 -2.256 1.645
C 2.667 -1.888 0.787
O 2.127 -0.678 0.285
C 2.147 0.407 1.221
C 1.400 1.523 0.498
O 2.014 2.575 0.235
O 0.228 1.307 0.122
H 1.412 -4.181 2.710
H 3.552 -1.709 1.409
H 2.962 -2.491 -0.079
H 1.619 0.142 2.146
H 3.177 0.703 1.442
C -4.432 0.756 1.401
O -3.122 0.569 0.844
P -2.683 -0.851 0.217
O -3.189 -1.969 1.221
C -2.511 -2.347 2.413
O -3.786 -1.237 -0.859
C -4.181 -0.410 -1.950
H -4.945 -0.197 1.535
H -5.021 1.394 0.741
H -4.307 1.244 2.366
H -1.919 -3.242 2.225
H -3.285 -2.566 3.148
H -1.864 -1.549 2.780
H -5.076 -0.874 -2.362
H -3.399 -0.375 -2.708
H -4.420 0.599 -1.611
C 0.343 -5.708 -3.917
C 0.948 -4.454 -4.465
C 2.303 -4.460 -4.769
C 2.911 -3.383 -5.399
Cl 4.594 -3.432 -5.746
C 2.147 -2.285 -5.787
C 0.806 -2.253 -5.472
C 0.196 -3.302 -4.770
O -1.139 -3.149 -4.527
C -1.641 -3.414 -3.236
C -1.181 -2.340 -2.256
O -0.707 -2.699 -1.141
O -1.249 -1.135 -2.558
H 0.934 -6.564 -4.238
H -0.671 -5.836 -4.290
H 0.338 -5.702 -2.826
H 2.880 -5.344 -4.546
H 2.608 -1.484 -6.342
H 0.184 -1.431 -5.789
H -1.364 -4.388 -2.837
H -2.730 -3.348 -3.314
C 2.687 5.947 -2.646
C 2.733 5.162 -1.353
C 2.415 6.016 -0.148
C 4.051 4.433 -1.200
Sb 1.137 3.512 -1.580
C 2.622 0.848 -3.449
C 2.803 1.856 -4.512
C 1.290 0.262 -3.221
C 3.809 0.178 -2.881
C -0.933 4.293 -0.920
C -1.161 5.539 -1.754
C -1.921 3.207 -1.305
C -0.942 4.577 0.565
H 3.447 6.727 -2.613
H 1.723 6.425 -2.798
H 2.900 5.314 -3.506
H 3.217 6.741 0.001
H 2.349 5.412 0.757
H 1.492 6.579 -0.286
H 4.860 5.160 -1.146
H 4.243 3.782 -2.052
H 4.067 3.844 -0.287
H 1.997 2.592 -4.519
H 2.772 1.359 -5.488
H 3.765 2.356 -4.434
H 0.486 0.899 -3.590
H 1.118 0.037 -2.150
H 1.203 -0.700 -3.740
H 4.640 0.869 -2.750
H 4.154 -0.596 -3.576
H 3.582 -0.311 -1.936
H -1.053 5.333 -2.819
H -0.486 6.347 -1.481
H -2.178 5.892 -1.592
H -1.874 2.983 -2.371
H -2.928 3.559 -1.086
H -1.760 2.288 -0.742
H -0.200 5.325 0.837
H -0.769 3.668 1.135
H -1.918 4.967 0.853
```

These are the Löwdin partial charges, in e, on atoms 1 to 4:
1. Os 1.16
2. O 0.20
3. C -0.48
4. O 0.05


5.
ORCA calculation (wB97M-V/def2-TZVPD) on C41H50FGeN7O4S2Ta as an isolated structure at a distorted geometry.

Properties
- Energy above the lowest of the compared OMol25 structures with the same formula, charge and spin: 31.31 kJ/mol
- HOMO (alpha / beta): -17.8 / -17.8 eV
- Total charge: +4
- E_LUMO (alpha / beta): -11.002 / -12.353 eV
- Gap between HOMO and LUMO (alpha / beta): 0.2488 / 0.2016 Ha
- Spin multiplicity: 2

The geometry in XYZ format:
```
107
C41H50FGeN7O4S2Ta, DFT wB97M-V/def2-TZVPD
Ta -1.010 -0.149 0.081
C -0.360 -5.214 -5.530
C 0.102 -3.828 -5.937
C -0.626 -3.307 -7.162
C -0.027 -1.988 -7.614
C 0.041 -1.012 -6.472
C 0.140 0.337 -6.712
C 0.153 1.255 -5.658
F 0.256 2.544 -5.939
C 0.040 0.863 -4.356
C -0.059 -0.508 -4.073
C -0.199 -0.972 -2.733
O -0.263 -0.068 -1.737
C -0.256 -2.327 -2.494
C -0.165 -3.211 -3.576
N -0.064 -2.811 -4.822
C -0.030 -1.453 -5.129
C -0.383 -2.922 -1.142
O -0.178 -4.072 -0.900
O -0.767 -2.042 -0.190
H -0.317 -5.847 -6.415
H -1.395 -5.208 -5.182
H 0.280 -5.683 -4.784
H 1.179 -3.834 -6.132
H -1.691 -3.198 -6.937
H -0.541 -4.051 -7.953
H -0.613 -1.551 -8.422
H 0.979 -2.147 -8.013
H 0.193 0.712 -7.728
H 0.037 1.595 -3.567
H -0.178 -4.272 -3.381
C -0.516 -2.200 3.090
Ge 0.634 -0.915 2.142
C 1.426 0.231 3.533
C 2.013 1.469 3.273
C 2.525 2.256 4.298
C 2.470 1.807 5.610
C 1.898 0.570 5.888
C 1.373 -0.207 4.860
C 2.143 -2.029 1.412
C 2.091 -3.414 1.665
C 3.163 -4.247 1.407
C 4.341 -3.721 0.866
C 4.430 -2.355 0.551
C 5.607 -1.822 0.000
C 5.696 -0.467 -0.326
C 4.610 0.361 -0.109
C 3.437 -0.152 0.447
C 3.315 -1.502 0.802
H 0.054 -2.758 3.833
H -0.975 -2.910 2.403
H -1.308 -1.651 3.599
H 2.072 1.850 2.257
H 2.984 3.210 4.072
H 2.903 2.401 6.405
H 1.912 0.182 6.900
H 0.946 -1.171 5.104
H 1.195 -3.850 2.087
H 3.098 -5.302 1.634
H 5.190 -4.367 0.678
H 6.456 -2.475 -0.164
H 6.612 -0.072 -0.744
H 4.676 1.411 -0.363
H 2.593 0.510 0.607
C -1.186 2.874 1.122
N -0.919 2.063 -0.169
C 0.438 2.586 -0.672
N 0.430 3.997 -0.887
C 0.146 4.687 0.373
N -1.165 4.280 0.883
C -2.191 4.638 -0.105
N -1.922 3.957 -1.374
C -1.981 2.547 -1.195
C -0.601 4.354 -1.867
H -0.394 2.600 1.825
H -2.150 2.566 1.515
H 0.683 2.052 -1.585
H 1.173 2.343 0.102
H 0.154 5.762 0.205
H 0.918 4.443 1.106
H -2.182 5.715 -0.263
H -3.176 4.349 0.264
H -1.780 2.027 -2.132
H -2.954 2.250 -0.801
H -0.583 5.430 -2.032
H -0.399 3.861 -2.819
N -1.476 1.859 7.716
C -2.262 2.558 6.627
C -2.437 1.679 5.380
N -1.406 1.793 4.350
H -1.333 2.476 8.521
H -0.552 1.569 7.380
H -1.966 1.028 8.055
H -1.703 3.464 6.393
H -3.216 2.842 7.066
H -3.406 1.923 4.946
H -2.503 0.628 5.679
H -0.508 1.459 4.687
H -1.284 2.769 4.098
C -5.978 -1.729 -0.157
O -5.046 -1.080 0.773
C -3.905 -0.650 0.421
S -3.203 -0.752 -1.134
S -2.932 0.111 1.643
H -6.462 -2.504 0.426
H -5.437 -2.148 -1.001
H -6.694 -0.975 -0.470
```

These are the Löwdin partial charges, in e, on atoms 1 to 4:
1. Ta 1.47
2. C -0.03
3. C -0.26
4. C -0.12


6.
ORCA calculation (wB97M-V/def2-TZVPD) on C6H12O as an isolated structure at a distorted geometry.

Properties
- Energy above the lowest of the compared OMol25 structures with the same formula, charge and spin: 335.65 kJ/mol
- HOMO: -9.2 eV
- E_LUMO: 1.012 eV
- Gap between HOMO and LUMO: 0.3760 Ha

The geometry in XYZ format:
```
19
C6H12O, DFT wB97M-V/def2-TZVPD
C -0.313 -1.439 0.409
C -1.809 -1.191 0.382
O -1.343 1.075 0.291
C -0.228 1.203 0.745
C 1.187 -0.234 0.465
C 1.020 1.227 -0.059
C 0.802 1.295 -1.561
H -0.098 -2.061 1.284
H -0.085 -1.960 -0.529
H -1.864 -2.305 0.340
H -2.323 -0.854 1.289
H -2.283 -0.804 -0.528
H -0.036 1.219 1.839
H 1.699 -0.849 -0.249
H 1.730 -0.206 1.428
H 1.743 1.997 0.288
H 0.235 2.184 -1.855
H 1.749 1.283 -2.115
H 0.219 0.423 -1.865
```

These are the natural (NBO) partial charges, in e, on atoms 1 to 4:
1. C -0.34
2. C -0.61
3. O -0.58
4. C 0.44


7.
ORCA calculation (wB97M-V/def2-TZVPD) on a 15-piece molecular cluster, C25H84N22O15 overall at a distorted geometry.

Properties
- Energy above the lowest of the compared OMol25 structures with the same formula, charge and spin: 69.39 kJ/mol
- HOMO: -8.4 eV
- E_LUMO: -0.332 eV
- Gap between HOMO and LUMO: 0.2968 Ha

The geometry in XYZ format:
```
146
C25H84N22O15, DFT wB97M-V/def2-TZVPD
C 0.872 -1.948 1.267
C -0.267 -1.459 0.326
C 0.099 -0.170 -0.368
O -1.112 0.430 -0.840
C -0.992 1.348 -1.879
N -0.563 -2.576 -0.589
H 1.831 -2.325 0.912
H 0.287 -2.637 1.876
H 1.219 -1.106 1.867
H -1.203 -1.401 0.881
H 0.863 -0.312 -1.132
H 0.499 0.533 0.363
H -1.048 0.859 -2.852
H -0.071 1.930 -1.875
H -1.880 1.977 -1.821
H -1.565 -2.529 -0.700
H -0.117 -2.139 -1.384
C 0.316 -5.566 1.461
C 0.086 -6.977 1.009
C -0.308 -7.882 2.147
O 0.463 -7.908 3.283
C -0.059 -8.506 4.449
N -0.909 -7.127 -0.013
H 0.840 -5.585 2.416
H -0.539 -4.910 1.631
H 0.977 -5.059 0.759
H 0.931 -7.397 0.464
H -0.539 -8.867 1.742
H -1.343 -7.678 2.421
H 0.719 -8.780 5.161
H -0.444 -9.520 4.341
H -0.719 -7.797 4.950
H -0.733 -6.603 -0.859
H -1.805 -6.729 0.228
C 2.252 -3.114 4.101
C 3.052 -1.966 4.436
C 2.850 -1.341 5.856
O 3.649 -0.181 6.106
C 3.363 0.752 7.116
N 4.427 -2.293 4.264
H 2.660 -3.851 3.410
H 1.271 -2.807 3.739
H 1.998 -3.638 5.022
H 2.877 -1.165 3.718
H 3.293 -2.015 6.589
H 1.779 -1.190 5.987
H 2.866 0.395 8.018
H 2.768 1.515 6.613
H 4.341 1.069 7.477
H 4.761 -1.609 3.600
H 4.724 -2.043 5.197
C 4.406 4.796 2.073
C 3.297 3.641 2.085
C 2.050 3.894 3.054
O 1.163 2.726 3.027
C 1.726 1.462 3.441
N 2.909 3.305 0.708
H 4.988 4.729 1.153
H 5.110 4.748 2.903
H 3.897 5.753 1.965
H 3.811 2.755 2.455
H 1.581 4.853 2.833
H 2.353 3.952 4.100
H 2.221 1.444 4.412
H 2.334 0.982 2.674
H 0.865 0.801 3.543
H 1.947 3.169 0.983
H 2.752 4.149 0.175
O 3.420 -0.668 -2.251
H 3.381 -1.562 -1.910
H 4.160 -0.675 -2.858
O -0.414 -4.991 -1.925
H -0.278 -4.135 -1.518
H -0.578 -4.795 -2.847
C -3.811 -1.698 -3.599
O -4.949 -1.248 -3.624
N -2.838 -1.080 -4.250
N -3.443 -2.774 -3.029
H -3.136 -0.220 -4.688
H -1.910 -1.471 -4.321
H -2.472 -3.046 -3.086
H -4.056 -3.480 -2.648
C -4.441 -0.514 0.248
O -3.615 -1.356 0.506
N -4.592 0.591 0.919
N -5.352 -0.616 -0.625
H -5.262 1.279 0.608
H -4.008 0.665 1.741
H -5.723 0.281 -0.905
H -5.458 -1.408 -1.242
C 2.999 4.832 -2.249
O 2.476 5.457 -1.340
N 3.709 5.328 -3.190
N 2.875 3.528 -2.501
H 4.306 4.584 -3.519
H 3.843 6.329 -3.198
H 3.287 3.044 -3.286
H 2.258 3.070 -1.845
C 0.427 -0.944 -5.068
O -0.102 -1.866 -4.444
N -0.009 -0.563 -6.215
N 1.419 -0.179 -4.696
H -0.802 -1.001 -6.663
H 0.386 0.041 -6.920
H 1.630 0.528 -5.386
H 1.772 -0.388 -3.774
C -2.061 -2.133 4.885
O -1.530 -3.049 5.547
N -1.773 -2.089 3.622
N -2.897 -1.298 5.277
H -1.256 -2.899 3.312
H -2.184 -1.437 2.969
H -3.077 -0.512 4.670
H -3.128 -1.277 6.260
C -1.278 3.717 1.106
O -0.537 4.544 0.793
N -2.454 3.555 0.540
N -1.141 2.817 2.002
H -3.126 2.909 0.929
H -2.802 4.351 0.024
H -1.949 2.221 2.109
H -0.310 2.780 2.576
C -3.710 2.394 -4.116
O -3.016 1.855 -4.954
N -3.731 3.741 -4.022
N -4.463 1.729 -3.305
H -3.316 4.183 -4.829
H -4.383 4.217 -3.415
H -4.783 2.145 -2.442
H -4.718 0.773 -3.510
C -0.567 5.906 -3.024
O -1.483 6.101 -3.883
N 0.423 6.673 -2.880
N -0.640 5.039 -2.025
H 1.060 6.502 -2.115
H 0.547 7.296 -3.665
H 0.181 4.939 -1.445
H -1.495 4.527 -1.861
C -0.134 3.019 -6.800
O 0.684 3.656 -7.503
N -1.343 2.880 -7.073
N 0.128 2.476 -5.579
H -1.892 2.315 -6.440
H -1.726 3.088 -7.984
H 1.126 2.451 -5.423
H -0.471 1.755 -5.203
```

These are the Löwdin partial charges, in e, on atoms 1 to 4:
1. C -0.05
2. C -0.39
3. C -0.17
4. O -0.18


8.
ORCA calculation (wB97M-V/def2-TZVPD) on CH8BrNbOP as an isolated structure at a distorted geometry.

Properties
- HOMO: -3.9 eV
- Total charge: -1
- E_LUMO: 2.102 eV
- Gap between HOMO and LUMO: 0.2224 Ha

The geometry in XYZ format:
```
13
CH8BrNbOP, DFT wB97M-V/def2-TZVPD
C 1.480 1.184 -0.422
Nb 0.485 -0.800 0.224
P -1.762 0.159 -0.695
O -2.615 0.740 0.673
Br -3.033 -1.512 -1.562
H 1.858 1.737 0.441
H 0.751 1.844 -0.902
H 2.267 1.009 -1.155
H -0.022 -0.089 1.829
H -0.348 -2.354 0.654
H 0.913 -1.559 -1.374
H 1.984 -1.440 1.018
H -1.959 1.083 1.271
```

These are the natural (NBO) partial charges, in e, on atoms 1 to 4:
1. C -1.27
2. Nb 1.66
3. P 0.42
4. O -1.01